# 1
Molecular formula: C3H12NOS
Method: DFT, ωB97M-V/def2-TZVPD

```
! RIJCOSX wB97M-V def2-TZVPD def2/J DEFGRID3
* xyz 1 1
S -1.15 2.27 1.05
O 3.20 -0.08 0.20
N 0.64 0.36 -0.47
C -1.56 0.51 0.69
C -0.83 -1.59 -0.47
C -0.84 -0.08 -0.52
H -1.44 -0.03 1.62
H 1.02 1.05 -1.12
H -2.03 2.85 0.22
H 3.05 -0.62 1.00
H -1.81 -2.02 -0.34
H 4.16 -0.10 0.14
H -0.17 -1.93 0.34
H 1.37 -0.37 -0.42
H -1.26 0.38 -1.42
H -0.43 -2.03 -1.38
H 0.71 0.90 0.40
H -2.63 0.54 0.49
*
```

Values from the calculation:
ΔE to the lowest compared entry with this formula, charge and spin (eV): 0.320
F_max (eV/Å): 1.3
Calculated total energy (Ha): -649.43890
Highest occupied orbital energy (eV): -13.487
E_LUMO (Eh): -0.116
Gap between HOMO and LUMO (eV): 10.3



# 2
Molecular formula: C18H17N5O4Pt
Method: DFT, ωB97M-V/def2-TZVPD

```
! RIJCOSX wB97M-V def2-TZVPD def2/J DEFGRID3
* xyz 0 1
Pt -1.30 0.37 -0.84
O -1.21 2.48 -0.88
O -1.17 -1.71 -1.30
O -1.74 -4.13 -0.66
O -0.62 -1.87 1.77
N -1.96 2.50 1.76
N -1.40 1.04 3.54
N -1.40 0.27 1.45
N 0.71 0.11 -1.52
N 1.03 -1.15 -1.70
C 1.07 2.51 -1.81
C 2.06 4.74 -2.06
C -0.14 4.51 -1.14
C -1.40 1.96 4.64
C -0.96 -0.80 2.19
C 0.42 -3.45 -1.51
C 2.02 -5.20 -1.99
C 0.06 -2.03 -1.49
C 1.30 1.12 -2.08
C -0.16 -5.78 -1.16
C 2.10 3.37 -2.22
C 0.91 5.31 -1.51
C 1.68 -3.86 -1.94
C -0.97 -0.34 3.66
C -1.59 1.32 2.24
C -0.52 -4.43 -1.10
C 1.09 -6.16 -1.60
C -0.11 3.10 -1.25
H -2.11 2.76 4.47
H -1.84 -3.15 -0.68
H -1.69 -0.94 4.23
H -1.85 3.32 2.33
H 1.35 -7.21 -1.65
H -1.04 4.95 -0.75
H 0.02 -0.41 4.12
H -0.89 -6.50 -0.84
H 2.40 -3.11 -2.23
H 2.09 0.91 -2.80
H 2.98 2.91 -2.66
H 0.83 6.38 -1.40
H -1.86 2.60 0.73
H 2.89 5.35 -2.36
H -0.40 2.39 4.80
H 3.00 -5.49 -2.34
H -1.69 1.43 5.55
*
```

Values from the calculation:
F_max (eV/Å): 3.4
Calculated total energy (Ha): -1390.16430
Highest occupied orbital energy (alpha / beta) (eV): -7.496 / -7.432
E_LUMO (alpha / beta) (Eh): -0.026 / -0.028
Gap between HOMO and LUMO (alpha / beta) (eV): 6.8 / 6.7



# 3
Molecular formula: C5H10O
Method: DFT, ωB97M-V/def2-TZVPD

```
! RIJCOSX wB97M-V def2-TZVPD def2/J DEFGRID3
* xyz 0 1
O 0.66 1.95 0.42
C 0.16 0.71 0.17
C -1.45 -1.02 -0.18
C -0.01 -1.56 -0.37
C -1.29 0.39 0.42
C 0.85 -0.32 -0.30
H 1.90 -0.31 -0.57
H 0.10 -2.10 -1.31
H 2.84 1.85 -0.14
H -1.50 0.42 1.50
H 3.49 1.54 -0.32
H -1.95 -0.95 -1.16
H 0.28 -2.27 0.42
H -1.95 1.13 -0.05
H -2.06 -1.67 0.46
H 0.00 2.48 0.90
*
```

Values from the calculation:
SMILES string: OC1=CCCC1.[H][H]
ΔE to the lowest compared entry with this formula, charge and spin (eV): 1.543
F_max (eV/Å): 0.4
Calculated total energy (Ha): -271.69593
Highest occupied orbital energy (eV): -8.385
E_LUMO (Eh): 0.034
Gap between HOMO and LUMO (eV): 9.3



# 4
Molecular formula: C17H24Cl5N3NaOTa
Method: DFT, ωB97M-V/def2-TZVPD

```
! RIJCOSX wB97M-V def2-TZVPD def2/J DEFGRID3
* xyz 2 1
Ta 0.09 -0.10 0.54
Cl 0.75 -0.09 7.26
Cl 0.54 2.74 5.92
Cl 0.60 3.07 2.86
Cl 0.44 -2.67 5.48
Cl -0.13 -2.37 2.38
Na -1.12 2.91 1.03
O -3.77 -1.89 0.69
N -1.86 -0.44 0.56
N 0.04 1.62 -0.38
N 0.59 -1.53 -0.65
C -0.61 -3.64 -0.91
C -0.22 3.96 -1.23
C 0.25 -0.96 3.38
C -0.54 2.47 -1.48
C 0.55 1.33 4.95
C 0.50 1.43 3.56
C 1.95 -1.83 -0.09
C 1.51 1.82 -0.13
C 0.10 2.04 -2.79
C -2.80 -1.21 0.61
C 0.56 0.04 5.57
C -1.00 -1.76 -2.48
C 0.41 -1.12 4.78
C -2.05 2.23 -1.53
C 0.05 -2.47 -1.64
C 1.15 -3.02 -2.56
C 0.34 0.29 2.72
H -1.83 -1.39 -1.87
H 1.85 -3.66 -2.01
H -0.79 4.56 -1.96
H 2.02 1.95 -1.09
H -0.47 4.36 -0.23
H 0.68 -3.64 -3.34
H 2.02 -2.88 0.23
H -1.05 -4.32 -1.66
H 1.16 2.27 -2.80
H 1.95 0.90 0.36
H -2.30 1.15 -1.55
H 1.73 2.68 0.53
H 2.19 -1.20 0.80
H -1.42 -3.29 -0.25
H 1.70 -2.21 -3.05
H -0.38 2.60 -3.60
H -2.44 2.67 -2.46
H -0.04 0.98 -2.98
H 0.12 -4.19 -0.32
H -2.62 2.70 -0.71
H -1.40 -2.47 -3.21
H -0.55 -0.92 -3.03
H 0.85 4.14 -1.39
H 2.72 -1.63 -0.85
*
```

Values from the calculation:
ΔE to the lowest compared entry with this formula, charge and spin (eV): 0.000
F_max (eV/Å): 3.4
Calculated total energy (Ha): -3421.47994
Highest occupied orbital energy (eV): -14.968
E_LUMO (Eh): -0.282
Gap between HOMO and LUMO (eV): 7.3



What is the formula in the fourth record?
C17H24Cl5N3NaOTa